Molecular formula: C51H40Cl3N5O3P2Ti
Method: DFT, the ωB97M-V functional and the def2-TZVPD basis

* charge: +2
* orbital gap: 6.8 eV
* DFT total energy: -5379.4658 Ha
* relative energy (zero: lowest compared OMol25 entry of this formula, charge and spin): 0.429 eV

Geometry (Å):
1 Ti -0.55782 0.91889 -0.64967
2 Cl 1.83001 1.02018 -7.26699
3 C 1.59636 1.07256 -5.56624
4 C 2.50955 0.44385 -4.71465
5 C 2.34218 0.48487 -3.34886
6 C 1.23232 1.10376 -2.77490
7 O 1.02631 1.10345 -1.45912
8 C 0.33119 1.77120 -3.64110
9 C -0.68941 2.59234 -3.07824
10 N -0.97776 2.58561 -1.81380
11 C -1.72772 3.60870 -1.20718
12 C -2.42763 4.61031 -1.83760
13 C -3.08510 5.60237 -1.09242
14 C -3.01122 5.61516 0.27209
15 C -2.28736 4.61141 0.95102
16 C -2.13848 4.58817 2.35230
17 C -1.39748 3.59045 2.92510
18 C -0.84241 2.60012 2.10831
19 N -0.97427 2.55852 0.79358
20 C -1.66805 3.58285 0.20557
21 C 0.53146 1.75382 -5.02944
22 H 3.35597 -0.08091 -5.13734
23 H 3.07130 0.02007 -2.70763
24 H -1.14956 3.31644 -3.74532
25 H -2.49221 4.65488 -2.91681
26 H -3.64100 6.36843 -1.61481
27 H -3.49117 6.39645 0.84660
28 H -2.59477 5.36369 2.95433
29 H -1.23850 3.54710 3.99286
30 H -0.25193 1.82519 2.57727
31 H -0.16828 2.26770 -5.67650
32 N 1.95275 -1.11451 0.68090
33 P 1.51812 0.35742 1.38636
34 C 3.06321 1.32135 1.48173
35 C 4.32870 0.80457 1.22466
36 C 5.45346 1.59014 1.42963
37 C 5.32314 2.89342 1.88689
38 C 4.06263 3.42085 2.12936
39 C 2.93804 2.63968 1.92127
40 C 1.41449 -0.25429 3.15054
41 C 0.22510 -0.39300 3.86911
42 C 0.21375 -0.95612 5.13832
43 C 1.39351 -1.38171 5.72370
44 C 2.58548 -1.24221 5.02798
45 C 2.59402 -0.68722 3.75921
46 P 1.14120 -1.79707 -0.68178
47 C 2.58692 -2.66158 -1.40877
48 C 2.47019 -3.92075 -1.99487
49 C 3.57472 -4.51936 -2.58357
50 C 4.79699 -3.86533 -2.61076
51 C 4.92250 -2.61169 -2.02928
52 C 3.82493 -2.01730 -1.42644
53 C 0.32670 -3.25123 0.11631
54 C -1.02661 -3.49492 -0.11027
55 C -1.65472 -4.59283 0.46479
56 C -0.93830 -5.43913 1.29463
57 C 0.40750 -5.19270 1.54451
58 C 1.03941 -4.11429 0.95034
59 H 2.62313 -1.68818 1.17968
60 H 4.44776 -0.21014 0.86509
61 H 6.43612 1.17995 1.23792
62 H 6.20264 3.50149 2.04942
63 H 3.95911 4.43858 2.48141
64 H 1.95092 3.05423 2.09895
65 H -0.73487 -0.05265 3.49359
66 H -0.72481 -1.05410 5.66828
67 H 1.38715 -1.80173 6.72013
68 H 3.51616 -1.55989 5.47896
69 H 3.53949 -0.57966 3.24536
70 H 1.52114 -4.44293 -1.97938
71 H 3.47728 -5.50324 -3.02305
72 H 5.65355 -4.33226 -3.07793
73 H 5.87265 -2.09327 -2.04579
74 H 3.92804 -1.04858 -0.95471
75 H -1.59108 -2.84230 -0.76301
76 H -2.69802 -4.78985 0.25175
77 H -1.41826 -6.30010 1.74069
78 H 0.96832 -5.85426 2.19164
79 H 2.09899 -3.95578 1.11659
80 N -1.30918 -0.41549 0.89854
81 C -2.71520 -0.69297 1.10567
82 C -3.12144 -1.67314 1.97008
83 C -4.49004 -1.93513 2.15306
84 C -5.42419 -1.23612 1.44139
85 C -5.02486 -0.24654 0.51638
86 C -5.93552 0.44798 -0.30939
87 C -5.44857 1.34454 -1.21466
88 C -4.06629 1.59585 -1.26117
89 N -3.17877 1.00275 -0.49239
90 C -3.64925 0.05338 0.36626
91 H -0.85493 -1.31279 0.70238
92 H -0.92402 -0.12778 1.78800
93 H -2.38865 -2.26716 2.50488
94 H -4.79550 -2.70231 2.85095
95 H -6.47965 -1.44361 1.56208
96 H -6.99576 0.24374 -0.23197
97 H -6.10563 1.87282 -1.89046
98 H -3.69743 2.31690 -1.97351
99 Cl -3.30324 -2.49750 -3.06520
100 C -1.92496 -1.60194 -3.74889
101 Cl -0.42299 -2.51933 -3.63488
102 C -1.87824 -0.26913 -2.98142
103 O -2.44054 0.68759 -3.45501
104 O -1.25984 -0.27545 -1.81305
105 H -2.13311 -1.43230 -4.79813

---

Molecular formula: C51H40N2O8OsS3
Method: DFT, the ωB97M-V functional and the def2-TZVPD basis

* spin multiplicity: 5
* orbital gap (spin up / spin down): 5.2 / 6.7 eV
* DFT total energy: -3963.9104 Ha

Geometry (Å):
1 Os 0.53766 1.56004 -0.75750
2 C 1.12156 -4.35596 0.40730
3 C 2.06856 -3.16696 0.63360
4 C 3.40066 -3.64696 1.20700
5 O 1.51746 -2.22936 1.52450
6 C 0.84646 -1.26716 0.74940
7 C 1.73316 -1.17296 -0.55370
8 O 2.25526 -2.48686 -0.60700
9 C 2.87766 -0.13466 -0.83720
10 O 2.42676 1.16354 -0.65940
11 C 3.30256 -0.20626 -2.31710
12 C 4.16066 0.80044 -2.75420
13 C 4.52636 0.89214 -4.08400
14 C 4.03426 -0.01866 -5.00430
15 C 3.20356 -1.03466 -4.57220
16 C 2.84016 -1.13426 -3.23760
17 C 4.09686 -0.37026 0.03990
18 C 4.23606 0.37764 1.19980
19 C 5.34856 0.21134 2.00580
20 C 6.32816 -0.70456 1.65900
21 C 6.18926 -1.45386 0.50160
22 C 5.07866 -1.28876 -0.31030
23 C 0.25526 -0.10316 1.64710
24 O 0.48516 1.17924 1.16850
25 C -1.26694 -0.35556 1.73090
26 C -2.14854 0.71904 1.66510
27 C -3.51044 0.52574 1.82750
28 C -4.01034 -0.74216 2.05740
29 C -3.13954 -1.81386 2.14790
30 C -1.77584 -1.62206 1.99450
31 C 0.75646 -0.10576 3.11160
32 C 2.03776 -0.48426 3.48700
33 C 2.42626 -0.44646 4.81750
34 C 1.56506 0.00684 5.79810
35 C 0.30216 0.43134 5.42810
36 C -0.09574 0.37074 4.10470
37 H 1.02096 -4.92736 1.32570
38 H 1.52546 -4.98856 -0.37670
39 H 0.13846 -4.00816 0.10330
40 H 3.21196 -4.21446 2.11260
41 H 4.02276 -2.79206 1.45150
42 H 3.91016 -4.26766 0.47720
43 H -0.05144 -1.75266 0.33490
44 H 1.03986 -1.03896 -1.39760
45 H 4.52296 1.52554 -2.04120
46 H 5.18376 1.68504 -4.40960
47 H 4.28966 0.07274 -6.05060
48 H 2.81956 -1.75216 -5.28240
49 H 2.21066 -1.95126 -2.92880
50 H 3.46246 1.09214 1.44240
51 H 5.44286 0.79754 2.90770
52 H 7.19676 -0.83376 2.28920
53 H 6.94756 -2.17466 0.23070
54 H 4.96716 -1.87956 -1.20650
55 H -1.75664 1.71894 1.53570
56 H -4.18284 1.37124 1.79740
57 H -5.07244 -0.88936 2.19220
58 H -3.52004 -2.80466 2.35000
59 H -1.10254 -2.45656 2.11840
60 H 2.74256 -0.82736 2.75310
61 H 3.41796 -0.78006 5.08390
62 H 1.86916 0.03164 6.83490
63 H -0.38644 0.80674 6.17010
64 H -1.08994 0.70494 3.85900
65 S -1.16544 7.50394 -0.51950
66 C -2.01464 8.98364 -0.69400
67 C -3.36174 8.80274 -0.72260
68 C -3.72924 7.44884 -0.61830
69 C -2.65734 6.60134 -0.49690
70 C -2.61764 5.15944 -0.48080
71 C -1.36484 4.51994 -0.29110
72 N -1.19814 3.25204 -0.61740
73 C -2.25064 2.54894 -0.99970
74 C -3.60144 2.97254 -0.95380
75 C -4.69604 2.09324 -1.06580
76 C -4.71064 0.71204 -1.16120
77 C -3.65184 -0.21826 -1.28960
78 C -3.86844 -1.62096 -1.21640
79 C -2.83074 -2.53156 -1.34030
80 C -1.52964 -2.02346 -1.53620
81 N -1.28584 -0.72496 -1.58130
82 C -2.29464 0.10584 -1.48350
83 C -2.99734 -3.96716 -1.24810
84 C -3.97944 -4.70676 -0.64420
85 C -3.74034 -6.09366 -0.68460
86 C -2.58694 -6.41026 -1.32770
87 S -1.75614 -5.01626 -1.88030
88 C -3.72284 4.36944 -0.74840
89 H -1.46414 9.90084 -0.76220
90 H -4.06884 9.60624 -0.82820
91 H -4.74884 7.11034 -0.63270
92 H -0.50234 5.05654 0.06650
93 H -5.66404 2.56784 -0.97920
94 H -5.69094 0.25804 -1.09650
95 H -4.87984 -1.96956 -1.07340
96 H -0.67564 -2.67186 -1.65440
97 H -4.84134 -4.27876 -0.16900
98 H -4.39724 -6.82306 -0.25020
99 H -2.16624 -7.37746 -1.51430
100 H -4.69584 4.82454 -0.85950
101 O -1.40664 0.67314 -4.10570
102 S -0.98984 1.77604 -3.32070
103 O 0.39016 1.76934 -2.87470
104 O -1.82364 1.40464 -1.66580
105 O -1.55454 3.05274 -3.57380

---

no.,maximum force (eV/Å)
1,1.97
2,3.28